1.
47
Properties=species:S:1:pos:R:3:forces:R:3 method="wB97M-V/def2-TZVPD" smiles="COCC(=O)Oc1c(Sc2ccccc2[N+](=O)[O-])c(C)nn1C(C)(C)C" e_tot_ev=-43509.6324 orbital_gap_ha=0.2952 lumo_energy_ha=-0.01982 de_lowest_kj_mol=526.4 homo_ha=-0.315
C 1.6196 1.5264 -2.6126 0.143 0.030 0.074
O 0.3993 1.2697 -3.2768 -0.275 -0.083 -0.123
C -0.1103 -0.0114 -3.0690 0.125 0.093 -0.130
C -0.7011 -0.2660 -1.6893 0.175 -0.877 -0.208
O -0.9300 -1.3603 -1.2471 -0.085 0.385 -0.263
O -0.9565 0.8768 -1.0339 -0.293 0.673 0.433
C -1.3107 0.7997 0.2886 0.285 -0.223 0.549
C -0.4479 0.7535 1.3722 0.396 0.106 -0.477
S 1.3176 0.8245 1.2430 -1.218 0.438 0.365
C 1.6338 -0.8242 0.7456 0.417 -0.061 -0.080
C 0.7378 -1.8672 0.9875 0.210 -0.057 0.098
C 1.0060 -3.1411 0.5397 0.128 0.038 -0.006
C 2.1730 -3.4220 -0.1675 -0.059 0.027 0.050
C 3.0776 -2.4148 -0.4068 0.178 0.198 -0.036
C 2.8182 -1.1250 0.0572 -1.126 -1.078 0.329
N 3.7512 -0.0957 -0.2079 0.748 0.692 -0.302
O 3.6124 0.9541 0.4062 0.515 -0.131 -0.119
O 4.6191 -0.2904 -1.0396 0.094 0.036 -0.062
C -1.2956 0.7322 2.4970 0.183 -0.116 -0.544
C -0.9033 0.6940 3.9272 -0.063 0.030 -0.028
N -2.5524 0.7441 2.1018 -0.393 -0.017 0.838
N -2.5700 0.7900 0.7671 0.756 0.211 -0.484
C -3.8488 0.7191 0.0595 -0.605 -0.184 -0.176
C -3.7696 1.4812 -1.2634 0.062 -0.092 0.099
C -4.1667 -0.7611 -0.1753 0.038 0.151 -0.011
C -4.9069 1.3565 0.9594 0.111 -0.108 -0.035
H 1.9507 2.5031 -2.9567 0.075 -0.022 0.040
H 1.4957 1.5572 -1.5259 -0.007 -0.019 -0.019
H 2.3741 0.7749 -2.8735 0.012 0.012 -0.013
H -0.9147 -0.1480 -3.8010 0.057 -0.097 0.144
H 0.6471 -0.7926 -3.2444 -0.163 0.081 0.085
H -0.1739 -1.6684 1.5280 -0.065 0.042 -0.030
H 0.2967 -3.9286 0.7401 -0.089 -0.086 0.013
H 2.3674 -4.4227 -0.5187 0.050 -0.085 -0.039
H 3.9997 -2.5870 -0.9410 0.009 -0.033 -0.029
H -0.3117 1.5734 4.1755 0.038 0.016 0.106
H -0.2972 -0.1875 4.1316 0.044 -0.030 0.072
H -1.7951 0.6714 4.5456 -0.035 -0.003 0.098
H -3.2092 0.9317 -2.0145 0.010 0.009 -0.083
H -4.7757 1.6380 -1.6439 -0.094 -0.024 -0.001
H -3.3005 2.4520 -1.1204 0.022 0.099 -0.023
H -5.0798 -0.8585 -0.7558 -0.148 -0.013 -0.057
H -4.2998 -1.2667 0.7782 -0.025 -0.056 0.094
H -3.3561 -1.2497 -0.7128 0.034 -0.013 -0.040
H -5.8866 1.2518 0.5022 -0.082 -0.019 -0.133
H -4.9111 0.8735 1.9313 -0.085 0.024 0.024
H -4.6940 2.4127 1.1019 -0.004 0.134 0.042

2.
48
Properties=species:S:1:pos:R:3:forces:R:3 method="wB97M-V/def2-TZVPD" smiles="CCOC(=O)NC(=O)C(=CNc1cccc(OC)c1)C(=O)NC(=O)OCC" e_tot_ev=-36774.1637 orbital_gap_ha=0.3121 lumo_energy_ha=0.01797 de_lowest_kj_mol=0.0 homo_ha=-0.294
C -1.8548 -3.3114 1.6199 0.269 0.109 -0.305
C -0.5313 -3.3883 0.8744 0.029 -0.156 0.530
O -0.5619 -2.5681 -0.2962 -0.173 -0.033 -0.356
C -0.3089 -1.2659 -0.1111 0.221 -0.010 0.100
O 0.0822 -0.7739 0.9092 -0.109 -0.125 0.266
N -0.4852 -0.6020 -1.3178 -0.048 -0.317 -0.477
C -0.9855 0.7080 -1.4290 0.362 -0.074 -0.035
O -1.6544 0.9938 -2.3939 -0.013 0.015 -0.076
C -0.5716 1.6720 -0.3983 0.326 0.187 0.089
C 0.7164 1.8326 0.0236 -0.560 0.201 -0.120
N 1.7726 1.1347 -0.3994 -0.267 -0.340 -0.439
C 3.0920 1.2301 0.0284 0.668 0.204 0.333
C 3.5320 2.1819 0.9412 -0.325 -0.067 -0.118
C 4.8690 2.2098 1.3015 0.080 -0.164 -0.118
C 5.7700 1.3125 0.7698 0.095 -0.138 -0.087
C 5.3372 0.3534 -0.1493 -0.039 0.229 0.173
O 6.2927 -0.4895 -0.6218 -0.008 0.253 0.219
C 5.9249 -1.4792 -1.5517 -0.068 -0.162 -0.158
C 3.9997 0.3186 -0.5155 0.029 -0.160 -0.101
C -1.5455 2.6401 0.0953 0.115 -0.207 -0.028
O -1.2595 3.7148 0.5773 -0.027 0.181 0.075
N -2.8977 2.2916 -0.0077 -0.448 0.460 0.096
C -3.4659 1.0472 -0.0227 -0.063 -0.025 0.142
O -2.8811 -0.0063 0.0107 -0.038 -0.254 0.102
O -4.7982 1.1661 -0.0456 -0.107 0.336 -0.062
C -5.5331 -0.0605 -0.0835 -0.169 -0.489 0.003
C -7.0102 0.2748 -0.1581 0.466 0.116 0.027
H -1.8132 -3.9333 2.5095 -0.016 -0.073 0.107
H -2.6661 -3.6509 0.9810 -0.096 -0.051 -0.018
H -2.0480 -2.2817 1.9104 -0.044 0.055 0.082
H -0.3355 -4.3983 0.5087 0.025 0.147 0.033
H 0.2894 -3.0556 1.5181 -0.084 -0.123 -0.145
H -0.8533 -1.2047 -2.0491 0.038 0.198 0.100
H 0.8966 2.6218 0.7401 0.030 0.029 -0.012
H 1.5839 0.3880 -1.0579 0.033 0.122 0.120
H 2.8501 2.8955 1.3713 -0.079 0.091 0.055
H 5.2097 2.9482 2.0109 0.029 0.068 0.063
H 6.8117 1.3280 1.0450 0.135 0.008 0.039
H 6.8401 -2.0232 -1.7795 -0.096 0.008 -0.017
H 5.1887 -2.1723 -1.1318 0.016 0.035 -0.018
H 5.5289 -1.0389 -2.4725 0.001 -0.016 0.043
H 3.6353 -0.4126 -1.2216 -0.003 -0.089 -0.082
H -3.5409 3.0614 0.1371 0.192 -0.109 -0.010
H -5.2091 -0.6376 -0.9563 -0.022 0.071 0.155
H -5.2991 -0.6406 0.8164 -0.007 0.068 -0.158
H -7.3070 0.8544 0.7116 -0.094 0.036 0.081
H -7.5907 -0.6425 -0.1901 -0.069 -0.084 -0.003
H -7.2152 0.8581 -1.0514 -0.084 0.036 -0.090

3.
44
Properties=species:S:1:pos:R:3:forces:R:3 method="wB97M-V/def2-TZVPD" smiles="Cc1ccc(C)c(NC(=S)NNC(=O)c2csc(C(C)C)c2)c1" e_tot_ev=-46158.7872 orbital_gap_ha=0.3144 lumo_energy_ha=0.01772 de_lowest_kj_mol=0.0 homo_ha=-0.297
C 2.4324 1.0252 1.7640 -0.018 -0.020 -0.040
C 1.0354 1.3588 1.3348 -0.022 0.066 -0.090
C -0.0688 0.8862 2.0309 -0.056 0.023 -0.002
C -1.3509 1.2140 1.6267 0.111 0.036 0.067
C -1.5794 2.0042 0.5108 0.157 0.120 -0.197
C -2.9624 2.3346 0.0466 0.033 -0.034 -0.059
C -0.4679 2.4614 -0.2061 0.120 -0.309 0.602
N -0.6576 3.2582 -1.3452 -0.160 -0.044 -0.043
C -0.0715 3.1577 -2.5576 -0.051 0.310 0.040
S -0.2028 4.3775 -3.6581 -0.076 0.332 -0.399
N 0.6890 2.0617 -2.8763 0.034 -0.551 0.037
N 0.4869 0.8136 -2.2930 0.388 0.093 -0.205
C -0.7867 0.3290 -2.1046 -0.079 0.108 -0.368
O -1.7457 0.8163 -2.6650 -0.028 -0.030 0.027
C -0.8792 -0.7999 -1.1637 -0.502 -0.373 0.245
C -2.0998 -1.2140 -0.7078 0.129 -0.091 -0.006
S -1.9721 -2.4623 0.4453 0.552 0.273 -0.304
C -0.2403 -2.4684 0.3192 -0.432 -0.011 0.191
C 0.5554 -3.4657 1.1024 0.198 -0.121 -0.107
C 0.8702 -4.6791 0.2207 -0.105 0.038 0.235
C 1.8396 -2.8492 1.6559 -0.280 -0.099 0.061
C 0.1848 -1.5338 -0.5696 -0.100 -0.079 0.099
C 0.8201 2.1518 0.2170 -0.157 0.103 0.232
H 3.0932 1.8766 1.6162 0.093 0.025 0.026
H 2.8232 0.1925 1.1782 0.091 -0.078 0.000
H 2.4577 0.7398 2.8126 0.063 -0.030 0.074
H 0.0724 0.2651 2.9032 0.033 -0.071 0.114
H -2.1957 0.8392 2.1861 -0.110 -0.040 0.042
H -3.7025 1.8079 0.6428 -0.077 0.011 0.051
H -3.1558 3.4050 0.1288 -0.119 0.077 -0.004
H -3.0804 2.0493 -0.9992 -0.067 0.016 -0.058
H -1.3609 3.9821 -1.2893 0.193 -0.033 -0.150
H 0.9232 2.0381 -3.8649 -0.097 0.016 0.303
H 1.2095 0.5302 -1.6426 -0.255 0.174 -0.102
H -3.0566 -0.8259 -0.9936 -0.189 0.166 -0.107
H -0.0614 -3.8021 1.9426 0.053 0.018 -0.013
H 1.4701 -4.3785 -0.6353 0.060 0.029 -0.095
H 1.4227 -5.4224 0.7898 0.083 -0.133 0.030
H -0.0483 -5.1330 -0.1438 -0.044 -0.074 -0.081
H 1.6155 -1.9520 2.2267 0.043 0.121 0.068
H 2.3413 -3.5604 2.3073 0.110 -0.056 0.046
H 2.5203 -2.5901 0.8488 0.112 0.059 -0.098
H 1.2232 -1.3935 -0.8095 0.268 -0.001 0.002
H 1.6606 2.5542 -0.3321 0.098 0.067 -0.065

4.
44
Properties=species:S:1:pos:R:3:forces:R:3 method="wB97M-V/def2-TZVPD" smiles=CC(C)OCCCNc1ncnc2c1cnn2-c1ccccc1 e_tot_ev=-27467.9758 orbital_gap_ha=0.3271 lumo_energy_ha=0.02073 de_lowest_kj_mol=86.9 homo_ha=-0.306
C -3.8715 -2.7733 3.4453 0.241 0.181 -0.339
C -3.1780 -2.6770 2.0849 -0.076 -0.309 0.092
C -3.4569 -3.9278 1.2514 0.189 0.433 0.119
O -3.6544 -1.5508 1.3558 -0.217 -0.283 0.091
C -2.7799 -0.4610 1.2312 0.110 0.305 0.112
C -2.6461 0.3762 2.5103 0.049 -0.032 -0.385
C -1.8942 1.6838 2.2537 -0.412 -0.097 0.253
N -0.5282 1.4610 1.8500 0.290 -0.135 0.158
C -0.1090 1.5537 0.5757 0.306 0.118 -0.322
N -0.9513 2.0080 -0.3535 -0.276 -0.086 0.632
C -0.5209 2.1258 -1.6008 0.143 -0.005 -0.313
N 0.6671 1.8483 -2.0904 0.193 0.041 -0.418
C 1.5268 1.3916 -1.1731 -0.650 -0.008 0.951
C 1.2083 1.2151 0.1948 0.056 0.121 -0.871
C 2.4027 0.7202 0.7648 -0.023 0.048 -0.179
N 3.3350 0.6093 -0.1442 0.463 -0.250 0.501
N 2.8227 1.0118 -1.3248 -0.754 0.163 0.370
C 3.6149 1.0006 -2.4777 0.599 -0.052 -0.651
C 3.0957 1.4051 -3.7028 -0.126 0.020 0.082
C 3.9069 1.3828 -4.8225 0.149 -0.046 0.002
C 5.2238 0.9631 -4.7317 0.042 0.011 -0.128
C 5.7348 0.5612 -3.5081 -0.044 0.020 -0.044
C 4.9374 0.5776 -2.3802 -0.075 -0.001 0.123
H -4.9456 -2.8448 3.2972 -0.138 -0.028 -0.001
H -3.5271 -3.6561 3.9777 0.013 -0.101 0.097
H -3.6664 -1.8950 4.0517 0.006 0.072 0.087
H -2.0915 -2.5824 2.2338 -0.081 0.045 -0.029
H -4.5258 -4.0175 1.0801 -0.147 -0.040 -0.014
H -3.1005 -4.8148 1.7679 0.014 -0.133 0.043
H -2.9592 -3.8528 0.2880 0.040 -0.030 -0.091
H -3.2065 0.1600 0.4389 0.138 0.000 0.032
H -1.7859 -0.8018 0.9026 -0.098 0.038 -0.038
H -2.1243 -0.2002 3.2791 -0.043 -0.018 0.094
H -3.6463 0.6090 2.8777 -0.038 -0.018 0.069
H -2.3706 2.2388 1.4444 -0.003 0.028 0.196
H -1.8950 2.2928 3.1634 -0.043 0.016 -0.146
H 0.0961 1.0340 2.5163 -0.022 0.068 -0.100
H -1.2496 2.4981 -2.3091 -0.060 0.037 -0.069
H 2.6092 0.4493 1.7819 0.133 -0.079 0.190
H 2.0700 1.7308 -3.7636 0.027 0.002 -0.056
H 3.5047 1.6966 -5.7743 -0.046 0.027 -0.064
H 5.8500 0.9487 -5.6112 0.050 0.000 -0.072
H 6.7607 0.2329 -3.4313 0.073 -0.026 0.022
H 5.3172 0.2690 -1.4195 0.047 -0.018 0.016

5.
46
Properties=species:S:1:pos:R:3:forces:R:3 method="wB97M-V/def2-TZVPD" e_tot_ev=-34713.5773 orbital_gap_ha="0.1876 / 0.1876" total_charge=+4 lumo_energy_ha="-0.58566 / -0.58573" de_lowest_kj_mol=93.8 homo_ha="-0.773 / -0.773"
N 0.5897 3.2696 -1.9685 0.020 1.336 -0.878
C 0.5860 4.3151 -2.4949 0.310 -1.650 0.651
C 0.6725 5.5740 -3.2157 -0.050 0.434 -0.155
H 1.7107 5.9372 -3.2205 -0.231 -0.205 0.094
H 0.0385 6.3534 -2.7670 0.116 -0.352 -0.025
H 0.3567 5.4237 -4.2585 0.026 -0.035 0.290
N -2.8605 -1.3891 -2.4317 -0.746 -0.395 -1.013
C -3.6253 -1.7772 -3.2186 1.026 0.530 1.100
C -4.5708 -2.2556 -4.2102 -0.363 -0.190 -0.359
H -5.5961 -1.9694 -3.9409 0.299 -0.021 0.011
H -4.5272 -3.3498 -4.2888 0.051 0.271 0.085
H -4.3343 -1.8253 -5.1926 -0.033 -0.082 0.274
N 2.9309 -1.5541 -1.9645 1.019 -0.776 -0.787
C 3.7618 -2.1926 -2.4841 -1.017 1.199 0.538
C 4.8194 -2.8812 -3.2055 0.300 -0.305 -0.155
H 4.4142 -3.3475 -4.1154 -0.007 0.115 0.275
H 5.2957 -3.6643 -2.5959 -0.263 0.267 -0.055
H 5.5931 -2.1589 -3.5064 -0.260 -0.100 0.165
Pb 1.1232 0.5247 -2.0955 1.112 0.595 -0.284
C 0.1094 -1.7885 -2.2940 -1.300 -4.760 -1.673
O -0.1067 -2.8635 -2.6377 0.855 4.040 1.437
C -1.3177 1.1900 -2.2858 -4.060 1.760 -1.513
O -2.2831 1.6989 -2.6299 3.214 -1.667 1.286
C -0.9238 1.1066 1.2230 -0.724 -0.097 -0.446
C 0.4981 1.0220 1.3996 0.654 0.941 -2.077
C 1.1109 -0.3165 1.3777 -0.233 -0.165 -0.633
C 0.3071 -1.4682 1.1496 -0.863 -0.684 0.117
C -1.0607 -1.3347 1.1446 1.344 -1.303 -1.006
C -1.6589 -0.0510 1.1508 -0.253 2.063 -0.468
H -1.3202 2.1168 1.0982 -0.274 -0.430 0.000
H 1.1759 1.7945 0.9899 -0.585 0.149 1.073
H 2.1432 -0.3037 0.9977 0.025 -0.198 1.200
H 0.8496 -2.3923 0.9536 -0.434 -0.033 0.122
H -1.6564 -2.2009 0.8602 -0.093 0.130 0.411
H -2.7085 0.0601 0.8975 -0.081 -0.239 0.298
C -1.1646 0.6681 5.6963 -0.981 0.213 0.331
N -0.0497 -0.0067 4.9229 -2.004 2.493 -3.488
C 1.0581 -0.6869 5.6463 1.073 -0.787 0.041
C 0.0690 0.3246 3.6826 5.187 -2.762 2.743
N 0.9560 0.4370 2.7588 -2.196 0.829 2.079
H -0.9445 0.4729 6.7534 -0.161 0.279 -0.345
H -2.1524 0.2367 5.4436 0.643 0.022 0.074
H -1.1660 1.7508 5.4541 0.128 -0.659 0.354
H 1.0616 -1.7699 5.3760 0.001 0.842 0.249
H 2.0075 -0.1823 5.3395 -0.673 -0.478 0.515
H 0.7886 -0.5467 6.7065 0.486 -0.137 -0.455